This record from the Open Molecules 2025 dataset describes a 5-piece molecular cluster, C37H42O3S overall. The level of theory is ωB97M-V/def2-TZVPD.

Calculated values
E	-2058.89477	hartree
SMILES string	CCOCC(=O)O[C@@H](S)Cc1ccccc1C.c1ccccc1.c1ccccc1.c1ccccc1.c1ccccc1
gap between HOMO and LUMO	9.5	eV
multiplicity	1
max |F|	2.72	eV/A

Positions of all 83 atoms, in Å:
S (-0.32464, 2.79120, -2.20228)
O (-1.37342, 4.39871, 0.38055)
O (0.41556, 3.06578, 0.46274)
O (-2.66488, 3.34639, 2.51918)
C (-5.32199, 2.51989, -3.71189)
C (-0.77157, -1.04543, -1.37181)
C (1.02684, -0.07204, 0.35869)
C (2.16563, -5.83085, -2.53379)
C (3.84923, 4.67683, -4.89945)
C (3.26260, -3.15136, 6.30931)
C (1.29869, -4.11333, 7.31586)
C (1.75117, 3.50497, -5.03039)
C (-4.26913, 3.19348, -3.10428)
C (1.85311, -4.09342, -0.89715)
C (3.03881, -3.89851, 5.15909)
C (1.48745, -1.09367, 2.58982)
C (3.74323, 5.01806, -6.24224)
C (-4.77702, 2.14495, 2.89183)
C (-0.28340, -2.09647, 1.00732)
C (2.38993, -3.25597, 7.38582)
C (2.85102, 3.92437, -4.29220)
C (1.32138, 1.07876, -0.68331)
C (1.64692, 3.84315, -6.37443)
C (-5.57637, 1.14566, -1.75218)
C (-1.23511, 3.32264, 2.48905)
C (2.89400, -6.16912, -0.26428)
C (2.75125, -6.63688, -1.56528)
C (0.10530, 2.09388, -0.54623)
C (-5.97684, 1.49699, -3.03561)
C (1.94529, -4.75328, 5.08759)
C (1.77414, -0.05483, 1.60910)
C (0.45851, -2.09142, 2.26887)
C (-0.73752, 3.61549, 1.03328)
C (2.44203, -4.89806, 0.07028)
C (-3.86502, 2.83878, -1.82303)
C (0.00753, -1.04985, -0.00063)
C (-4.51730, 1.81370, -1.14814)
C (-3.19738, 2.12628, 3.04232)
C (2.64052, 4.60314, -6.97953)
C (1.07785, -4.86453, 6.16746)
C (1.71852, -4.55761, -2.20024)
H (1.76943, -5.33416, 4.18904)
H (3.35689, -6.79569, 0.48943)
H (-3.04232, 3.36091, -1.35028)
H (-0.90569, 4.20482, 3.11656)
H (-0.76234, 1.47970, -0.18948)
H (0.78950, 3.51447, -6.95060)
H (4.52023, 5.60772, -6.71480)
H (-1.38107, -0.12056, -1.51795)
H (1.50001, -3.10396, -0.63519)
H (2.52764, 0.74987, 1.76696)
H (-0.78649, 2.41715, 2.96913)
H (0.26484, -2.86506, 3.05530)
H (-2.99388, 1.95737, 4.13347)
H (-5.18988, 2.60489, 3.83505)
H (1.26385, -3.92750, -2.95619)
H (0.22889, -5.53608, 6.11410)
H (3.09766, -7.63072, -1.82474)
H (0.97523, 2.91375, -4.55721)
H (1.41104, 0.65272, -1.71123)
H (-1.06083, -2.85779, 0.76981)
H (-4.20001, 1.53539, -0.14860)
H (2.54868, -4.53402, 1.08615)
H (-2.76803, 1.25250, 2.47868)
H (-5.20742, 1.10847, 2.85399)
H (4.11665, -2.48656, 6.36617)
H (0.61958, -4.19645, 8.15635)
H (3.71712, -3.81439, 4.31764)
H (2.55640, 4.87135, -8.02620)
H (2.29044, 1.60094, -0.44777)
H (-5.63360, 2.79272, -4.71382)
H (-3.76217, 3.99445, -3.62969)
H (0.02315, -1.10157, -2.17039)
H (2.05746, -6.19466, -3.54909)
H (-6.79946, 0.97337, -3.50889)
H (2.93034, 3.66347, -3.24268)
H (-5.11553, 2.75293, 2.01682)
H (2.56096, -2.66904, 8.28094)
H (4.71060, 4.99836, -4.32519)
H (-6.08918, 0.35056, -1.22288)
H (0.21152, 4.05104, -2.26292)
H (2.01835, -1.09745, 3.56732)
H (-1.39344, -1.97975, -1.39693)

Forces on atoms 1 to 6 (eV/Å):
S -0.191 0.318 -0.231
O 0.328 -0.497 0.466
O -0.471 -0.701 0.881
O 0.733 -0.890 0.360
C 0.020 0.005 0.028
C 1.358 -0.394 0.957


This record from the Open Molecules 2025 dataset describes C37H43CaO3Si as an isolated structure. The level of theory is ωB97M-V/def2-TZVPD.

Calculated values
E	-2628.59625	hartree
net charge	-1
gap between HOMO and LUMO	6.5	eV
multiplicity	1
max |F|	3.19	eV/A

Positions of all 85 atoms, in Å:
Ca (-0.42188, 0.24551, -1.19790)
Si (2.14631, 0.79033, 1.66608)
O (1.04022, 0.48826, 0.54175)
O (-3.89701, -0.65506, -2.45335)
O (-3.92813, -3.41696, 0.15997)
C (-4.96020, -1.71764, -2.30380)
C (6.39999, -0.79645, 0.53090)
C (-3.51204, -4.71499, 0.59871)
C (-0.74649, 2.79596, -1.87313)
C (4.18088, -1.18609, 1.41324)
C (-0.55861, 2.70436, -0.46562)
C (2.77181, 4.89645, 1.45828)
C (1.04203, -0.51678, -3.61942)
C (-2.07052, 2.35157, -2.18122)
C (1.40581, 0.78511, -3.15690)
C (2.65598, 3.54143, 1.13490)
C (3.04565, -0.63235, 5.46364)
C (2.49135, 4.35356, 3.80393)
C (4.86906, 1.05943, 0.79954)
C (3.89330, 0.17206, 1.25937)
C (-1.79124, 2.26869, 0.11226)
C (1.98957, -0.05494, 3.34798)
C (6.13778, 0.57165, 0.47273)
C (2.69680, 5.30388, 2.79592)
C (2.34361, 2.59983, 2.12781)
C (-2.70382, 2.01481, -0.94940)
C (2.26072, -0.76481, -1.69740)
C (2.27859, 3.01266, 3.46078)
C (1.83672, -1.16456, 5.91983)
C (-1.57907, -3.68113, -0.60354)
C (3.10829, -0.07051, 4.18539)
C (0.78583, -0.59330, 3.80058)
C (1.60242, -1.47678, -2.71841)
C (-4.80229, -0.15547, -3.52994)
C (-2.60670, -2.68298, -0.01011)
C (-4.01637, -0.21613, -4.82335)
C (0.71234, -1.12962, 5.08905)
C (-5.42148, 1.22613, -3.26181)
C (2.10478, 0.63578, -1.92048)
C (-1.99006, -4.88609, 0.27167)
C (5.42312, -1.68888, 1.01332)
C (-5.87443, -1.24649, -3.39678)
H (6.91293, 1.28307, 0.16633)
H (0.35389, 2.97383, 0.08401)
H (2.40391, 1.45297, -1.25520)
H (-3.72784, -4.76456, 1.69331)
H (-4.57625, -2.71439, -2.55477)
H (-5.92172, -1.94560, -4.22989)
H (-0.06902, -0.58802, 3.13082)
H (1.61743, -2.56726, -2.83588)
H (-6.33230, 1.34147, -3.86947)
H (-6.85222, -0.88918, -3.09048)
H (-5.71625, 1.34671, -2.21175)
H (2.49001, 4.64440, 4.85829)
H (-0.05522, 3.21139, -2.61390)
H (-3.44487, 0.71024, -4.86737)
H (3.93820, -0.64968, 6.08170)
H (1.77963, -1.58493, 6.92773)
H (-2.25109, -2.31924, 0.98244)
H (-1.73559, -5.88842, -0.09672)
H (1.20913, 1.71097, -3.69121)
H (-2.57476, 2.39722, -3.14931)
H (3.40767, -1.86888, 1.78554)
H (2.00177, 2.29768, 4.23594)
H (0.49423, -0.74355, -4.52970)
H (2.82600, -1.23436, -0.89475)
H (-3.34784, -1.08007, -4.79922)
H (-4.13820, -5.47801, 0.11877)
H (4.61454, 2.10027, 0.63998)
H (-0.55454, -3.29449, -0.50575)
H (-0.22840, -1.52801, 5.45856)
H (-2.02856, 2.26754, 1.17965)
H (2.74704, 3.22917, 0.09177)
H (-1.71911, -3.85238, -1.67818)
H (-1.48145, -4.71570, 1.23062)
H (2.92361, 5.62636, 0.65712)
H (-4.70010, 2.00402, -3.54154)
H (2.88905, 6.34852, 3.05858)
H (-4.66322, -0.27368, -5.70214)
H (7.38898, -1.18030, 0.24987)
H (5.62178, -2.75986, 1.07112)
H (4.05193, 0.34914, 3.83608)
H (-3.74450, 1.70970, -0.82257)
H (-2.81765, -1.77643, -0.58744)
H (-5.33363, -1.67713, -1.27607)

Forces on atoms 1 to 6 (eV/Å):
Ca 1.122 0.435 0.031
Si -0.682 -0.744 -0.784
O 0.079 -0.202 1.684
O -2.923 -0.993 -0.817
O 2.837 0.607 -0.490
C 1.158 -0.771 1.350